# 1
Computed, not measured: one molecule with the formula C4H8O2, with ωB97M-V with the def2-TZVPD basis set.

The geometry in XYZ format:
```
14
Properties=species:S:1:pos:R:3:forces:R:3:nbo_charge:R:1
O -1.848023 0.516303 -0.533219 -0.04 0.14 0.03 -0.72
C -1.511476 -0.661312 0.111269 0.25 -0.14 0.17 -0.16
C -0.037620 -0.855671 0.190514 0.11 -0.18 -0.43 0.30
C 0.879459 -0.300064 -0.733024 -0.28 -0.33 -0.14 -0.60
C 1.230678 1.006685 0.327307 0.26 0.13 0.35 0.10
O 0.104839 1.372103 0.916772 -0.09 0.04 -0.07 -0.83
H -1.273514 1.177456 -0.056814 -0.01 0.02 -0.06 0.51
H -1.938782 -0.752163 1.121775 0.04 0.08 -0.11 0.20
H -1.890184 -1.525293 -0.469518 0.11 0.04 0.12 0.22
H 0.337398 -1.523895 0.970130 -0.05 0.18 -0.09 0.21
H 1.796539 -0.867608 -0.906939 -0.16 0.17 0.14 0.25
H 0.412286 0.119460 -1.625694 0.09 -0.02 0.19 0.25
H 1.753297 1.768167 -0.291672 -0.14 -0.17 0.02 0.14
H 1.985103 0.525835 0.979119 -0.10 0.03 -0.13 0.12
```
Forces are in eV/Å.

Calculated values
Energy relative to the best compared isomer or geometry (same formula, charge and spin) = 4.548 eV
Charge = 0
HOMO energy = -8.7 eV

# 2
Computed, not measured: a 2-piece molecular cluster, C7H12O overall, with ωB97M-V with the def2-TZVPD basis set.

The geometry in XYZ format:
```
20
Properties=species:S:1:pos:R:3:forces:R:3:nbo_charge:R:1
C -3.457633 0.320700 -0.083711 1.22 -0.60 -1.85 -0.62
C -2.174988 -0.568768 -0.101997 2.09 1.52 0.99 -0.41
C -0.756630 0.100443 -0.127991 -2.06 2.55 -2.11 -0.10
C -0.585206 1.472204 -0.124853 1.74 -2.65 0.00 -0.28
C 2.765641 -1.142676 0.378828 0.94 -1.07 -0.48 -0.11
O 4.353442 0.776045 -0.317630 -0.27 -0.38 0.08 -1.11
C 1.674705 -0.393967 0.106834 -2.50 0.65 -1.66 -0.32
C 0.324638 -0.805479 -0.018545 2.22 -0.22 2.60 0.01
H -3.443230 1.006076 -0.952745 -0.04 -0.23 0.37 0.21
H -3.500625 0.921808 0.803745 0.03 0.18 0.50 0.22
H -4.364123 -0.270014 -0.194646 0.08 -0.14 0.24 0.23
H -2.021778 -1.475475 -0.683675 -1.10 -0.13 0.20 0.23
H -1.779622 -0.650397 0.925105 -1.90 -1.75 0.67 0.24
H 0.390003 1.671035 0.301340 -0.07 1.12 -0.31 0.21
H -1.154703 2.218647 -0.640648 -0.70 0.13 0.50 0.22
H 3.717492 -0.518323 0.194236 0.50 0.67 0.68 0.33
H 2.774451 -2.239713 0.404140 -0.42 0.31 0.09 0.18
H 5.256216 0.779558 0.021785 0.00 -0.05 -0.14 0.43
H 1.848129 0.637841 -0.200564 0.48 -0.15 0.29 0.24
H 0.133824 -1.839552 0.310992 -0.24 0.22 -0.66 0.21
```
Forces are in eV/Å.

Calculated values
Energy relative to the best compared isomer or geometry (same formula, charge and spin) = 7.023 eV
Charge = 0
HOMO energy = -7.5 eV

# 3
Computed, not measured: an isolated ion of composition C8H12F3O2Si and charge +1, with ωB97M-V with the def2-TZVPD basis set.

The geometry in XYZ format:
```
26
Properties=species:S:1:pos:R:3:forces:R:3:nbo_charge:R:1
C -0.705019 -1.174033 0.760981 -0.65 -0.79 -0.33 -0.29
C -1.862362 -1.688046 0.339297 0.22 1.71 -0.15 -0.09
C -0.472692 0.097793 0.126432 0.65 -0.64 0.72 0.27
C -2.476998 -0.634861 -0.514559 -2.30 -0.92 -2.25 -0.06
C 1.503361 2.382798 -0.813745 0.91 2.30 -1.79 -1.23
C 2.370012 -1.484765 -1.304571 1.50 -0.34 -0.77 -0.24
C 2.080606 0.726707 1.867803 -0.66 -1.37 0.14 -1.16
C -3.669547 0.155923 0.124984 -0.75 0.22 -1.46 0.98
O -1.450652 0.345659 -0.655881 -0.08 1.14 -0.34 -0.37
O 1.464450 -0.748486 -0.563900 -0.17 1.81 -0.24 -0.89
F -4.674773 -0.620542 0.495679 0.15 -0.56 -0.20 -0.29
F -3.281280 0.834134 1.168344 0.57 0.63 0.80 -0.29
F -4.150656 1.021715 -0.813377 0.53 -0.55 0.67 -0.31
Si 1.391993 0.735255 0.113497 -0.75 1.55 0.64 1.90
H -0.028874 -1.807444 1.258231 0.99 0.07 0.97 0.26
H -2.194293 -2.644110 0.642038 -0.81 -0.70 -0.11 0.27
H -2.867477 -0.923336 -1.611493 1.09 0.39 2.48 0.29
H 2.636127 2.663270 -1.021129 -2.10 -0.82 0.32 0.28
H 0.977570 2.445883 -1.872874 1.06 -0.54 2.11 0.28
H 1.144036 3.391780 -0.310951 0.44 -2.42 -0.37 0.30
H 3.352977 -1.426616 -0.783913 -0.25 0.08 -1.02 0.19
H 2.015266 -2.461006 -1.123071 0.02 -1.58 -0.45 0.19
H 2.361536 -1.276466 -2.426370 0.23 0.03 1.63 0.20
H 2.131967 -0.339553 2.236281 0.04 0.99 -0.45 0.26
H 3.005406 1.207493 2.130002 0.69 0.14 -0.55 0.28
H 1.399327 1.220862 2.552276 -0.58 0.14 -0.01 0.27
```
Forces are in eV/Å.

Calculated values
Energy relative to the best compared isomer or geometry (same formula, charge and spin) = 2.056 eV
Charge = +1
HOMO energy = -14.6 eV

no.,LUMO (eV),frontier orbital gap (hartree)
1,-1.1689,0.2765
2,-2.6264,0.1777
3,-5.0901,0.3507